This record from the Open Molecules 2025 dataset describes a cluster of 13 separate species, C29H52Cl10F2O24 in total at a distorted geometry. The level of theory is ωB97M-V/def2-TZVPD.

Output
Kohn-Sham gap   10.81 eV
LUMO   0.116 eV
2S+1   1
Total energy   -7743.63008 hartree

The geometry in XYZ format:
```
117
C29H52Cl10F2O24 ωB97M-V/def2-TZVPD
O -2.91 6.19 0.11
H -3.28 -5.21 -3.67
H 7.12 1.29 4.15
C -0.94 -0.09 6.25
H 1.04 0.74 -7.33
O 1.32 -1.28 -7.05
H -5.23 -1.26 -4.45
O -1.86 4.85 2.93
H 2.82 -3.00 -4.18
O -0.31 0.33 -1.51
O -0.86 2.95 2.35
H 1.35 1.74 -4.41
H 0.00 4.48 -1.80
C -2.66 -4.48 -3.17
H -0.70 -1.09 5.92
H -2.74 -3.39 1.22
F -0.71 -3.42 1.48
O 1.73 -5.36 5.28
H 7.59 2.11 2.69
H -1.69 -0.45 -2.93
C 2.23 2.32 -4.66
H 2.87 -3.17 3.89
H 0.05 -5.73 -1.12
H 3.07 1.64 -4.67
O 0.41 4.70 2.83
H -3.95 6.38 -2.60
C 3.25 -3.33 -5.12
Cl 2.01 3.04 -6.25
O -3.25 -4.86 4.79
C -4.83 -0.48 -5.09
O -4.00 1.88 -6.10
O -3.74 0.27 -4.54
C -0.48 -0.38 -0.43
H -0.75 0.01 2.55
O 0.87 -3.68 4.05
H -2.57 -1.40 2.39
H -0.36 0.62 -3.52
C -2.80 -4.13 3.96
H -0.35 -6.63 5.99
O -0.39 -4.61 5.52
H -3.73 4.37 2.26
H -1.64 -4.84 -3.27
O 1.94 -0.91 -4.91
F -3.27 3.54 4.08
Cl 3.20 0.30 4.56
H -2.57 6.91 -3.56
O 0.08 0.29 0.57
C -0.72 -5.67 6.39
C -2.24 3.38 -4.53
C 3.01 2.42 1.25
H -1.52 -0.03 7.17
O 5.70 2.63 3.39
H -1.16 -2.08 3.43
Cl 5.33 -1.61 5.12
H 7.47 2.94 4.33
C 0.45 -0.16 -7.14
H 2.45 -4.49 2.89
O 2.81 -2.56 -6.22
C 2.04 -1.48 -5.96
H 4.33 -3.40 -4.95
O 3.83 2.75 2.34
H 3.05 1.37 0.95
H -0.14 -3.91 -0.98
C -2.91 3.93 2.82
Cl 0.52 0.75 6.67
H -1.19 3.21 -1.53
C -2.15 5.65 -0.62
H -0.15 -5.59 7.31
H -2.43 3.69 -5.55
O 5.58 1.84 1.27
O -2.04 5.79 -1.95
H 1.85 -2.92 2.43
C -2.92 6.71 -2.55
H -2.93 7.70 -2.08
C -1.96 -3.44 1.98
H -0.28 -0.27 -7.94
Cl -2.88 -2.93 -3.99
H 0.88 0.46 2.41
C -3.47 1.44 -5.12
C -2.25 2.79 2.09
H 0.03 -0.97 -3.07
C 0.82 -4.63 4.98
C 7.03 2.25 3.61
C 2.05 -3.55 3.29
H 0.36 -1.20 1.97
H -4.40 -1.06 -5.91
H 3.30 2.92 0.31
H 2.01 2.81 1.40
O -1.19 4.82 -0.15
Cl 1.80 -4.73 0.12
C 0.52 -4.76 -1.12
C 4.41 -0.22 5.73
C -0.53 3.92 -1.03
H -2.55 1.76 2.27
H -2.33 2.83 1.00
C 0.12 -0.14 1.92
O -2.14 -4.55 2.87
H -0.14 -0.15 -6.22
O -2.41 1.96 -4.48
H 2.99 -4.36 -5.41
H 0.12 3.31 -0.40
H -5.61 0.22 -5.34
Cl 1.19 -4.68 -2.78
C -0.66 4.23 2.72
Cl -3.13 -4.51 -1.46
H -1.28 3.67 -4.12
C 5.10 2.33 2.25
Cl -1.86 0.75 4.95
H -1.79 -5.85 6.47
C -2.11 -2.23 2.91
Cl 2.39 3.61 -3.43
H 3.98 -0.50 6.68
O -1.04 -1.46 -0.32
C -0.65 -0.16 -2.82
O -2.91 -2.80 3.96
H -2.93 3.83 -3.81
H 5.10 0.61 5.86
```